{
  "formula": "C28H44F2N3O9PS",
  "method": "ωB97M-V/def2-TZVPD",
  "smiles": "CC[C@@H](F)c1nc2cc(F)c(OC[C@H](C)O)c(CCCCNC(C)=O)c2nc1P(O)(O)=S.CCOC(C)=O.CCOC(C)=O",
  "homo_energy_ha": -0.3204,
  "homo_lumo_gap_ev": 8.240,
  "multiplicity": 1,
  "species": ["C", "C", "C", "F", "C", "N", "C", "C", "C", "F", "C", "O", "C", "C", "C", "O", "C", "C", "C", "C", "C", "N", "C", "C", "O", "C", "N", "C", "P", "O", "O", "S", "H", "H", "H", "H", "H", "H", "H", "H", "H", "H", "H", "H", "H", "H", "H", "H", "H", "H", "H", "H", "H", "H", "H", "H", "H", "H", "H", "H", "C", "C", "O", "C", "C", "O", "H", "H", "H", "H", "H", "H", "H", "H", "C", "C", "O", "C", "C", "O", "H", "H", "H", "H", "H", "H", "H", "H"],
  "positions_angstrom": [[6.8452, 2.8624, -0.2207], [5.5904, 2.1648, -0.7588], [5.2312, 0.8439, -0.0262], [5.7521, 0.7529, 1.2555], [3.7285, 0.5621, -0.0759], [3.3840, -0.1543, -1.1197], [2.0517, -0.4022, -1.2407], [1.6106, -1.1273, -2.3627], [0.3069, -1.3794, -2.5705], [-0.0585, -2.0386, -3.6771], [-0.6642, -0.9127, -1.6326], [-2.0093, -1.1261, -1.8079], [-2.3654, -2.5093, -1.8583], [-2.5320, -3.1711, -0.4937], [-3.6915, -2.5591, 0.3519], [-1.3074, -3.2430, 0.2252], [-0.2590, -0.2267, -0.5311], [-1.2845, 0.2395, 0.4866], [-2.2440, 1.3161, -0.0852], [-1.7652, 2.7603, 0.1095], [-2.0525, 3.3378, 1.5153], [-3.4095, 3.0186, 1.9986], [-3.4333, 2.0179, 3.0432], [-2.5424, 2.0857, 4.2883], [-4.2210, 1.0992, 2.9467], [1.1269, 0.0720, -0.3062], [1.4487, 0.7930, 0.7980], [2.7419, 1.0346, 0.8661], [3.1959, 2.0472, 2.3551], [3.9137, 1.0510, 3.4263], [1.7927, 2.4862, 3.0687], [4.1630, 3.6451, 1.9660], [7.6851, 2.1777, -0.0540], [6.6760, 3.4358, 0.6938], [7.1599, 3.5878, -0.9876], [5.7800, 1.8778, -1.8054], [4.7203, 2.8322, -0.8069], [5.7110, 0.0446, -0.6076], [2.3534, -1.4820, -3.0747], [-3.3352, -2.5895, -2.3658], [-1.6584, -3.1119, -2.4481], [-2.8406, -4.2166, -0.6923], [-3.8856, -1.5151, 0.0662], [-3.3531, -2.5142, 1.3970], [-4.5986, -3.1573, 0.2350], [-1.4840, -3.4709, 1.1438], [-1.8989, -0.6476, 0.6976], [-0.8325, 0.5292, 1.4401], [-2.4104, 1.1436, -1.1614], [-3.2206, 1.1648, 0.3983], [-0.7074, 2.9067, -0.1600], [-2.3323, 3.3762, -0.6038], [-2.0003, 4.4327, 1.4076], [-1.2481, 3.0671, 2.2179], [-3.8439, 3.8479, 2.3960], [-2.8276, 1.3054, 4.9970], [-2.5853, 3.0829, 4.7494], [-1.4948, 1.9245, 3.9964], [3.3077, 0.3083, 3.5849], [1.6115, 1.9219, 3.8331], [1.1573, -5.9019, 1.1379], [0.4853, -5.7650, 2.4881], [-0.7660, -6.4565, 2.5182], [-0.8914, -7.7730, 2.7791], [0.3428, -8.6443, 2.7844], [-1.9836, -8.2410, 2.9365], [1.3910, -6.9420, 0.9071], [2.0839, -5.3269, 1.1084], [0.4953, -5.5416, 0.3497], [1.1266, -6.0832, 3.3121], [0.2522, -4.7152, 2.6674], [0.4505, -9.1099, 1.8056], [0.2104, -9.4183, 3.5372], [1.2592, -8.1155, 3.0362], [-1.5499, 6.1865, -4.1482], [-0.6894, 5.0306, -3.6815], [-1.4704, 4.0180, -3.0416], [-2.1211, 3.0421, -3.7015], [-2.2761, 3.1411, -5.2006], [-2.6248, 2.1453, -3.0827], [-2.2816, 5.8697, -4.8922], [-0.9328, 6.9723, -4.5853], [-2.1084, 6.6038, -3.3098], [-0.0871, 4.6051, -4.4862], [0.0112, 5.3841, -2.9257], [-3.2438, 3.5871, -5.4268], [-2.2391, 2.1354, -5.6141], [-1.4909, 3.7111, -5.6918]],
  "forces_ev_per_angstrom": [[0.0503, 0.4625, -0.4570], [0.0253, -0.2322, 0.0045], [0.0279, 0.0464, -0.8236], [-0.2813, 0.2872, 0.0520], [0.3611, -0.0825, 0.0081], [-0.3991, 0.2439, 0.6439], [0.5293, 0.1186, -0.3093], [0.9936, -0.3186, -0.4859], [-0.4405, 0.4743, 0.5172], [-0.2501, 0.0149, 0.0580], [-0.3449, -0.3770, -0.3312], [0.4034, -0.6132, -0.2116], [-0.0194, -0.7684, 0.1050], [-1.2369, -0.6150, 0.5576], [0.9144, 0.4502, -0.2854], [0.4352, 0.4663, -0.3059], [0.2385, 0.9442, 1.2922], [-0.6926, -0.6104, -0.5358], [0.2658, -0.2056, 0.0206], [-0.8810, 0.0712, -0.0488], [0.5510, 0.7622, -0.5229], [0.6941, -0.2239, 0.9152], [-1.0966, -1.1158, -0.0195], [0.4018, 0.3959, -0.5277], [0.5250, 0.5977, 0.1064], [-1.9424, -0.3619, -0.3260], [1.5405, -0.4391, -1.0336], [0.3158, 0.3822, 1.4028], [0.1232, 1.1212, 0.0486], [-1.0323, 0.1547, -0.4746], [0.5749, -1.0354, -0.1776], [0.1182, -0.1994, -0.0462], [-0.2662, 0.0124, -0.0468], [-0.1253, -0.3285, -0.0578], [0.0374, -0.1875, 0.2519], [-0.0705, -0.0162, 0.2826], [0.3194, 0.0145, 0.3246], [-0.2442, -0.0099, 0.3265], [-0.1425, 0.1132, 0.1354], [0.1887, 0.2496, 0.1179], [-0.0173, 0.3977, 0.1245], [0.1125, 0.2940, -0.2739], [-0.0585, -0.3023, -0.0036], [-0.4516, -0.2186, -0.1255], [0.1210, 0.1819, 0.2027], [-0.1844, -0.0295, -0.1342], [0.1759, 0.2091, 0.0501], [0.1020, 0.1119, -0.3365], [0.1733, 0.0192, 0.6479], [0.2203, 0.3219, -0.1165], [-0.1828, -0.1813, 0.2184], [0.1430, -0.1509, 0.1477], [0.1310, -0.2770, 0.1679], [-0.3204, -0.0772, -0.0677], [0.0189, -0.0292, -0.1881], [-0.0988, 0.2092, -0.2156], [-0.0352, -0.2634, -0.0856], [-0.2202, 0.0415, 0.0986], [0.4124, -0.1718, 0.0956], [-0.2172, 0.1285, -0.0604], [-0.0077, -0.1455, -0.1469], [0.2573, -0.0538, -0.2371], [-0.3314, 0.3401, 0.1928], [0.1904, -0.3419, -0.1592], [0.2512, 0.1253, 0.4586], [-0.0726, 0.1948, -0.0022], [0.0781, 0.0114, 0.0894], [-0.0238, 0.0177, 0.0079], [0.0073, 0.1240, 0.0680], [-0.0189, -0.0846, -0.0309], [-0.1805, -0.0690, 0.0513], [-0.0109, 0.0050, 0.0057], [-0.1607, -0.0843, -0.1518], [0.0193, 0.0305, -0.1822], [-0.1728, -0.0300, -0.0568], [-0.0252, 0.2248, -0.1688], [0.1916, -0.1165, 0.3679], [-0.2642, 0.0104, -0.3583], [0.4852, -0.1280, -0.1982], [0.0952, 0.1774, -0.0509], [0.0758, 0.0032, -0.0566], [0.0098, -0.0129, 0.0227], [0.0863, 0.0137, 0.0336], [-0.0851, -0.0285, -0.0361], [-0.0708, -0.1554, 0.1060], [0.0018, -0.0092, 0.0128], [-0.2120, -0.0233, 0.1042], [-0.1058, 0.1483, 0.0255]],
  "mulliken_charge": [-1.210, -0.453, -0.048, -0.375, 0.012, -0.574, 0.023, -0.698, 0.351, -0.377, 0.441, -0.398, -0.985, 0.373, -1.272, -0.439, 1.476, -0.568, -0.717, -0.504, -0.738, -0.226, 0.470, -0.872, -0.529, -0.931, 0.008, 0.480, 0.836, -0.534, -0.450, -0.450, 0.304, 0.256, 0.376, 0.362, 0.311, 0.337, 0.535, 0.353, 0.369, 0.463, 0.255, 0.285, 0.419, 0.234, -0.417, 0.711, 0.679, 0.311, 0.181, 0.195, 0.516, 0.107, 0.368, 0.352, 0.341, 0.050, 0.384, 0.299, -0.824, -0.466, -0.366, 0.709, -0.889, -0.559, 0.328, 0.356, 0.182, 0.388, 0.283, 0.243, 0.303, 0.315, -1.031, -0.455, -0.246, 0.801, -1.321, -0.506, 0.272, 0.387, 0.301, 0.346, 0.357, 0.296, 0.335, 0.401]
}